Entry 1:
# C28H63N9O8

A 9-piece molecular cluster, C28H63N9O8 overall at a distorted geometry (the ωB97M-V functional and the def2-TZVPD basis, the OMol25 dataset).

structure (SMILES) = CN(C)C=O.CN(C)C=O.CN(C)C=O.CN(C)C=O.CN(C)C=O.CN(C)C=O.CN(C)C=O.CN(C)C=O.CCCC#N
highest occupied orbital energy = -8.9 eV

XYZ file:
```
108
Properties=species:S:1:pos:R:3:mulliken_charge:R:1
C -4.148 -3.711 0.443 -0.907
N -4.475 -2.625 -0.533 0.206
C -5.779 -1.881 -0.408 -0.875
C -3.589 -2.361 -1.560 0.125
O -3.670 -1.512 -2.423 -0.631
H -5.033 -4.318 0.634 0.391
H -3.763 -3.366 1.402 0.195
H -3.469 -4.462 0.037 0.304
H -5.858 -1.108 -1.171 0.286
H -6.555 -2.642 -0.498 0.324
H -5.895 -1.403 0.565 0.270
H -2.758 -3.075 -1.452 0.311
C 3.747 0.206 3.136 -0.995
N 3.035 -0.946 2.615 0.349
C 2.026 -0.640 1.593 -0.654
C 3.183 -2.181 3.131 -0.014
O 2.442 -3.136 2.852 -0.514
H 4.440 0.612 2.399 0.278
H 4.204 -0.086 4.081 0.388
H 2.973 0.962 3.270 0.279
H 1.559 -1.493 1.101 -0.180
H 1.207 -0.035 1.983 0.587
H 2.537 -0.062 0.823 0.095
H 3.980 -2.238 3.888 0.284
C -4.848 1.532 3.669 -0.951
N -4.187 0.262 3.391 0.119
C -4.274 -0.672 4.494 -0.958
C -3.398 0.044 2.304 0.283
O -2.728 -0.945 2.087 -0.644
H -4.788 2.180 2.794 0.275
H -4.319 2.045 4.472 0.393
H -5.918 1.625 3.853 0.318
H -3.887 -0.075 5.320 0.341
H -5.337 -0.824 4.683 0.316
H -3.715 -1.595 4.337 0.260
H -3.456 0.933 1.657 0.269
C -0.442 -4.087 1.342 -0.332
N -0.183 -5.573 1.388 0.108
C -1.124 -6.304 0.602 -0.966
C 0.829 -6.111 2.078 0.191
O 0.837 -7.328 2.254 -0.639
H 0.338 -3.470 1.787 -0.122
H -1.339 -3.977 1.951 0.286
H -0.656 -3.777 0.319 0.181
H -2.130 -6.165 0.996 0.286
H -1.139 -6.074 -0.464 0.304
H -0.925 -7.374 0.535 0.388
H 1.545 -5.399 2.518 0.389
C 1.141 5.781 -0.428 -0.384
N -0.091 6.118 0.269 0.148
C -1.330 5.699 -0.387 -0.817
C 0.030 6.823 1.409 0.345
O -0.977 7.388 1.992 -0.676
H 1.099 6.042 -1.485 0.323
H 1.046 4.695 -0.389 -0.152
H 2.047 6.154 0.051 0.257
H -2.173 5.656 0.303 0.335
H -1.694 6.427 -1.111 0.293
H -1.105 4.759 -0.891 0.255
H 1.043 6.732 1.830 0.060
C -1.531 -1.601 -6.481 -1.041
N -0.961 -0.624 -5.667 0.367
C 0.467 -0.377 -5.879 -0.910
C -1.757 0.391 -5.202 0.149
O -1.406 1.532 -4.974 -0.609
H -0.969 -2.532 -6.555 0.299
H -1.696 -1.219 -7.488 0.360
H -2.477 -1.943 -6.060 0.313
H 0.636 -0.003 -6.888 0.360
H 0.898 0.347 -5.187 0.279
H 0.932 -1.355 -5.757 0.228
H -2.779 0.003 -5.078 0.262
C 2.974 -2.953 -3.316 -0.860
N 3.363 -1.984 -2.344 0.148
C 3.756 -2.614 -1.070 -0.771
C 3.285 -0.643 -2.602 -0.008
O 2.790 -0.094 -3.575 -0.531
H 3.765 -3.600 -3.694 0.309
H 2.558 -2.436 -4.182 0.112
H 2.210 -3.529 -2.795 0.348
H 2.950 -3.233 -0.676 0.257
H 4.573 -3.310 -1.264 0.361
H 4.002 -1.842 -0.341 0.196
H 3.654 -0.030 -1.765 0.398
C 5.053 5.919 2.323 -0.983
N 4.019 4.896 2.448 0.128
C 4.310 3.697 1.652 -0.378
C 2.849 4.966 3.055 0.098
O 2.552 5.922 3.783 -0.651
H 6.070 5.550 2.454 0.311
H 4.864 6.667 3.093 0.372
H 4.989 6.423 1.359 0.338
H 3.796 2.801 1.999 -0.345
H 3.879 3.959 0.686 0.357
H 5.376 3.536 1.491 0.390
H 2.239 4.062 2.899 0.381
C -0.330 -0.931 -1.713 -0.162
C -0.711 0.541 -1.803 -0.630
C -0.482 1.251 -0.425 0.131
C 0.818 1.839 -0.227 -0.108
N 1.844 2.299 -0.076 -0.379
H -0.914 -1.379 -0.910 -0.158
H 0.723 -1.011 -1.443 -0.292
H -0.507 -1.602 -2.553 0.496
H -1.730 0.717 -2.148 0.440
H -0.168 1.069 -2.587 0.404
H -0.759 0.710 0.479 -0.034
H -1.160 2.104 -0.434 0.271
```



Entry 2:
# C32H34BN6O3S3Tc

C32H34BN6O3S3Tc as an isolated structure at a distorted geometry (the ωB97M-V functional and the def2-TZVPD basis, the OMol25 dataset).

net charge = +1
2S+1 = 2
highest occupied orbital energy (alpha / beta) = -9.6 / -9.4 eV

XYZ file:
```
80
Properties=species:S:1:pos:R:3:mulliken_charge:R:1
Tc 0.591 -1.855 0.639 0.643
C 4.875 -1.996 0.386 -1.466
C 3.492 -1.596 0.844 1.082
O 2.494 -2.365 0.467 -0.818
C 3.389 -0.805 2.143 -1.076
C 2.201 -0.834 2.985 0.543
C 2.355 -0.569 4.449 -1.512
N 1.050 -1.005 2.414 0.564
N -0.079 -1.048 3.147 -1.075
C -1.023 -0.202 3.021 0.363
O -1.591 -1.562 0.896 0.391
C -2.254 -0.291 3.767 1.133
C -3.358 0.533 3.528 0.042
C -4.497 0.410 4.301 -1.100
C -4.560 -0.530 5.319 -0.410
C -3.469 -1.353 5.563 -0.764
C -2.331 -1.244 4.792 -0.802
H 4.850 -2.103 -0.695 0.346
H 5.166 -2.946 0.826 0.374
H 5.589 -1.223 0.657 0.397
H 4.314 -0.547 2.646 0.543
H 3.261 -1.050 4.810 0.489
H 1.491 -0.936 5.001 0.365
H 2.450 0.507 4.612 0.277
H -3.337 1.270 2.738 0.535
H -5.349 1.044 4.101 0.424
H -5.452 -0.617 5.921 0.416
H -3.505 -2.084 6.355 0.422
H -1.471 -1.869 4.977 0.436
C -1.233 -3.779 -4.009 -1.012
N -1.959 -2.871 -3.172 0.369
C -3.183 -2.315 -3.424 -0.705
C -3.528 -1.604 -2.327 -0.820
N -2.516 -1.698 -1.399 0.110
B -2.566 -0.985 -0.013 -0.266
N -2.218 0.536 -0.218 1.315
C -2.728 1.256 -1.267 -0.393
C -2.494 2.573 -1.054 -1.408
N -1.842 2.669 0.138 0.359
C -1.416 3.882 0.777 -0.870
C -1.671 1.421 0.625 -0.334
S -0.692 1.322 2.056 -0.009
C -1.564 -2.503 -1.929 -0.029
S -0.139 -3.155 -1.268 -0.332
H -1.445 -3.560 -5.053 0.345
H -1.522 -4.807 -3.786 0.305
H -0.167 -3.669 -3.806 0.424
H -3.699 -2.453 -4.350 0.519
H -4.430 -1.067 -2.122 0.686
H -1.974 -2.330 1.332 -0.060
H -3.679 -1.038 0.414 -0.149
H -3.222 0.776 -2.082 0.708
H -2.753 3.438 -1.628 0.559
H -1.859 4.733 0.263 0.340
H -0.328 3.968 0.753 0.289
H -1.733 3.874 1.821 0.376
O 3.236 -0.218 0.864 -0.065
S 0.998 0.835 -0.948 1.054
C 2.511 1.768 -0.902 0.327
C 3.477 1.617 -1.882 -0.612
C 4.644 2.357 -1.804 -0.736
C 4.851 3.237 -0.755 -0.588
C 3.890 3.361 0.235 -0.834
C 2.715 2.634 0.163 -0.401
C 0.754 0.630 -2.710 -0.636
C 0.889 -0.615 -3.299 0.076
C 0.564 -0.775 -4.636 -0.868
C 0.126 0.306 -5.381 -0.663
C 0.026 1.557 -4.794 -0.865
C 0.337 1.722 -3.457 -0.186
H 3.327 0.925 -2.697 0.499
H 5.398 2.249 -2.568 0.426
H 5.760 3.817 -0.701 0.409
H 4.053 4.035 1.062 0.456
H 1.963 2.721 0.935 0.475
H 1.254 -1.447 -2.716 0.773
H 0.667 -1.743 -5.100 0.519
H -0.132 0.181 -6.421 0.436
H -0.300 2.403 -5.378 0.435
H 0.264 2.693 -2.990 0.492
```



Entry 3:
# C7H9IN2

One molecule with the formula C7H9IN2 at a distorted geometry (the ωB97M-V functional and the def2-TZVPD basis, the OMol25 dataset).

structure (SMILES) = N#CC[C@H](C#N)CCCI
ΔE to the lowest compared entry with this formula, charge and spin = 0.000 eV
highest occupied orbital energy = -9.7 eV

XYZ file:
```
19
Properties=species:S:1:pos:R:3:mulliken_charge:R:1
N 1.669 -0.843 2.523 -0.419
C 0.629 -0.437 2.631 0.293
C -0.646 0.350 2.345 -0.625
C -1.013 0.350 0.786 0.354
C -2.141 -0.663 0.612 0.046
N -3.024 -1.366 0.615 -0.435
C 0.221 -0.035 -0.069 -1.233
C 0.004 0.200 -1.609 -0.568
C 1.361 -0.226 -2.298 -1.002
I 2.124 1.238 -3.685 0.012
H -0.495 1.406 2.624 0.308
H -1.456 -0.143 2.911 0.345
H -1.403 1.360 0.576 0.353
H 0.504 -1.100 0.031 0.476
H 1.067 0.628 0.209 0.505
H -0.193 1.258 -1.854 0.469
H -0.798 -0.469 -1.988 0.253
H 2.141 -0.358 -1.523 0.412
H 1.274 -1.207 -2.804 0.458
```



Entry 4:
# C6H15N5O

A 2-piece molecular cluster, C6H15N5O overall at a distorted geometry (the ωB97M-V functional and the def2-TZVPD basis, the OMol25 dataset).

ΔE to the lowest compared entry with this formula, charge and spin = 0.710 eV
net charge = +2
highest occupied orbital energy = -17.6 eV

XYZ file:
```
27
Properties=species:S:1:pos:R:3:mulliken_charge:R:1
C 1.862 -0.582 0.089 0.499
C 1.467 1.550 -0.371 0.298
C 0.332 -0.936 0.236 0.559
C -0.425 0.114 -0.590 0.100
C 2.903 -1.621 0.357 -1.221
C -3.245 0.411 0.776 -0.770
N 2.356 0.572 -0.202 -0.464
N 0.095 1.342 -0.649 -0.137
N -0.169 -2.220 -0.102 -0.653
N 2.011 2.747 -0.477 -0.262
N -1.426 -0.288 -1.314 -0.377
O -2.014 0.976 0.967 -0.463
H 0.115 -0.556 1.309 0.373
H 2.630 -2.555 -0.087 0.382
H 3.098 -1.780 1.386 0.335
H 3.787 -1.159 -0.017 0.412
H -3.287 0.109 -0.211 0.295
H -4.058 1.086 0.735 0.357
H -3.697 -0.351 1.434 0.351
H -0.532 2.170 -1.017 0.413
H 0.167 -2.584 -0.986 0.297
H -1.996 1.229 1.974 0.327
H 2.939 2.847 -0.142 0.297
H 1.373 3.543 -0.681 0.259
H -0.370 -2.964 0.458 0.185
H -2.173 0.191 -1.780 0.293
H -1.743 -1.289 -1.098 0.314
```



Entry 5:
# C3H16N2O3

A 4-piece molecular cluster, C3H16N2O3 overall at a distorted geometry (the ωB97M-V functional and the def2-TZVPD basis, the OMol25 dataset).

structure (SMILES) = NCCCN.O.O.O
ΔE to the lowest compared entry with this formula, charge and spin = 0.910 eV
highest occupied orbital energy = -9.2 eV

XYZ file:
```
24
Properties=species:S:1:pos:R:3:mulliken_charge:R:1
N 0.304 1.980 2.065 -0.732
C 0.017 1.318 0.779 -0.255
C -1.276 0.515 0.722 -0.529
C -1.300 -0.335 -0.555 -0.053
N -2.068 -1.568 -0.318 -0.574
H 0.685 1.327 2.735 0.223
H 0.982 2.711 1.915 0.262
H -0.062 2.142 0.079 0.345
H 0.843 0.654 0.523 0.094
H -2.197 1.101 0.729 0.230
H -1.296 -0.157 1.581 0.297
H -1.611 0.223 -1.448 0.290
H -0.278 -0.640 -0.800 0.075
H -2.411 -1.960 -1.184 0.213
H -2.826 -1.347 0.315 0.201
O 0.731 -2.749 0.937 -0.642
H 0.786 -2.054 1.600 0.297
H -0.189 -3.035 0.985 0.304
O 1.079 1.662 -1.859 -0.575
H 0.199 1.466 -2.212 0.269
H 1.549 1.847 -2.683 0.284
O 2.950 -0.955 -1.654 -0.639
H 2.422 -1.723 -1.400 0.304
H 2.965 -0.423 -0.853 0.308
```